{
  "formula": "C5H12N2",
  "method": "the ωB97M-V functional and the def2-TZVPD basis",
  "max_force_ev_per_a": 3.572,
  "homo_lumo_gap_ev": 8.5870,
  "total_charge": 0,
  "e_above_lowest_kcal_mol": 43.3,
  "symbols": ["C", "C", "C", "C", "N", "C", "N", "H", "H", "H", "H", "H", "H", "H", "H", "H", "H", "H", "H"],
  "positions_angstrom": [[1.476275, 0.334970, -1.098941], [0.631306, -0.814260, -0.449930], [-0.646969, -0.295795, 0.150032], [-0.773164, 0.161820, 1.399164], [-2.018766, 0.228407, 2.054259], [-1.742367, -0.035978, -0.864516], [2.944679, 0.246526, -1.094126], [0.965195, 1.280014, -0.927893], [1.259121, 0.212623, -2.171845], [1.316212, -1.193532, 0.321567], [0.400278, -1.655093, -1.098150], [0.073200, 0.376182, 2.034551], [-2.006665, 0.435657, 3.037610], [-2.792669, 0.655799, 1.569343], [-1.374788, 0.091244, -1.878706], [-2.546377, -0.783670, -0.869099], [-2.256476, 0.889353, -0.588507], [3.304057, 0.752419, -0.281185], [3.149843, -0.686225, -0.724921]],
  "forces_ev_per_angstrom": [[-1.4, -1.3, -3.0], [1.4, 1.3, 1.5], [0.3, 0.6, -0.9], [-0.5, -1.1, 0.3], [0.0, 0.6, -0.1], [-1.0, -0.3, 0.8], [0.0, -0.1, 2.0], [0.9, 0.4, 0.8], [-0.1, 0.2, -0.1], [-0.4, -0.3, 0.2], [0.1, 0.1, -0.4], [0.2, -0.6, 0.2], [0.1, 0.3, -0.1], [0.0, 0.0, 0.0], [0.2, -0.1, 0.0], [0.2, -0.2, -0.1], [0.0, 0.1, -0.2], [-0.1, 0.5, -0.3], [0.0, -0.2, -0.7]],
  "lowdin_charge": [-0.29, -0.17, -0.33, -0.18, 0.04, -0.06, -0.02, 0.11, 0.09, 0.10, 0.11, 0.11, 0.07, 0.07, 0.07, 0.08, 0.07, 0.06, 0.06]
}